No. 1
C23H32BBeF5I2LiN2NaO11V | the ωB97M-V functional and the def2-TZVPD basis

Geometry as XYZ:
```
80
Properties=species:S:1:pos:R:3:forces:R:3:mulliken_charge:R:1
C -2.10323 -2.34658 0.10584 0.0 -0.3 0.2 -0.762
C -1.77144 -1.69467 -1.02931 0.6 0.8 0.7 -0.413
C -1.50895 -0.17581 -0.96948 -3.4 -0.5 -0.5 -0.183
N -0.04831 0.10590 -1.15124 0.5 -1.1 -0.7 0.800
C 0.73934 -0.21440 0.09152 0.1 0.0 2.2 -0.977
C 0.42390 0.83166 1.21389 0.0 -0.8 0.2 1.187
C 1.41238 0.71640 2.39860 0.2 1.0 -0.6 -1.057
C 2.85872 1.17747 2.04608 -0.2 -1.8 1.5 -0.245
C 3.84070 0.25585 2.89446 0.4 0.9 -1.1 -1.233
C 4.18579 -0.97562 2.02592 -0.7 0.0 0.4 -0.056
O 4.66301 -2.08815 2.81233 0.4 0.4 -1.4 -0.330
C 4.50948 -3.24529 2.00835 0.9 0.2 1.3 0.919
O 3.51924 -3.89013 2.03763 0.4 -0.2 -0.2 -0.353
C 5.65872 -3.59212 1.08247 0.0 -0.3 1.0 -0.098
C 5.88192 -4.90989 0.81843 0.4 0.6 -0.5 -0.613
C 0.26392 1.46658 -1.66118 0.5 1.9 0.5 -1.662
I -0.36971 1.87068 -3.70811 -0.5 -0.9 0.6 0.311
C 1.79499 1.79303 -1.52391 0.1 -0.7 -1.3 0.713
C 2.66060 0.79175 -2.35678 -0.3 0.4 0.0 -1.383
I 2.14239 3.75018 -2.36034 0.7 0.3 0.6 -0.025
H -1.58744 -3.25595 0.45911 -1.2 -0.5 -1.0 0.278
H -2.89134 -1.96687 0.77925 1.4 0.7 0.4 0.296
H -1.63728 -2.19150 -2.00257 1.1 -0.1 0.6 0.341
H -1.89054 0.25961 -0.02995 0.6 -0.1 -0.4 0.082
H -2.12186 0.28257 -1.76860 1.0 0.4 0.1 0.469
H 0.26047 -0.56388 -1.86919 -0.1 0.1 0.1 0.538
H 1.82074 -0.32758 -0.10578 -0.6 0.3 -0.4 0.133
H 0.43525 -1.19711 0.50361 -0.1 0.4 -0.6 0.238
H 0.38990 1.86290 0.83663 0.0 -0.6 0.1 -1.233
H -0.57759 0.54229 1.58194 0.4 0.5 0.0 0.814
H 1.42500 -0.30950 2.79978 0.1 -0.5 -0.1 0.469
H 1.08759 1.36649 3.24261 -0.2 -0.3 -0.5 0.391
H 3.02071 2.28945 2.33256 -0.1 -0.5 -1.1 0.906
H 3.11983 1.08042 0.97831 0.1 0.5 0.4 -0.145
H 4.76352 0.85324 3.06087 -0.2 -0.4 0.2 0.492
H 3.38942 -0.02487 3.86106 0.1 -0.2 -0.5 0.406
H 4.96173 -0.70652 1.25288 -0.3 0.1 0.3 0.120
H 3.28538 -1.30325 1.46341 0.3 0.1 0.5 -0.035
H 6.32404 -2.79886 0.67088 -1.5 -0.7 -1.1 -0.145
H 5.99884 -5.62055 1.64994 -1.6 -0.1 -0.6 0.293
H 5.97215 -5.24147 -0.22913 1.5 0.1 0.7 0.259
H -0.27660 2.19228 -1.01470 0.1 -0.4 -0.5 0.954
H 2.13852 1.88536 -0.48483 -0.4 0.1 -0.5 -0.280
H 3.74213 0.91940 -2.15875 -0.5 -0.2 0.2 0.401
H 2.35835 -0.24954 -2.14081 0.4 0.4 -0.1 0.301
H 2.50932 0.96630 -3.43903 -0.1 -0.2 0.5 0.286
B -1.80615 5.04344 2.89238 -0.7 1.4 1.6 0.517
O -2.64461 3.89712 2.41754 0.6 -0.2 -0.5 -0.460
C -2.01041 3.31794 1.44025 -1.5 -0.7 0.3 0.649
O -2.39961 2.34871 0.82145 0.5 0.0 -0.2 -0.611
C -0.70515 4.03674 1.19551 0.9 1.0 0.0 0.589
O 0.10494 3.71929 0.34470 0.1 0.0 -0.4 -0.526
O -0.58319 5.02322 2.02270 0.0 -0.6 -0.4 -0.460
F -1.44762 4.85733 4.22386 0.1 -0.2 -0.5 -0.342
F -2.48877 6.23830 2.73147 0.3 -0.5 -0.2 -0.324
O -4.65623 -6.85114 0.10911 0.6 1.4 -1.4 -0.776
V -4.21835 -5.69448 -1.02095 -0.3 -0.2 0.3 1.654
O -3.77346 -4.53177 -2.16150 -0.3 -1.1 1.1 -0.808
N 4.30242 5.25962 0.54480 -0.6 1.3 -0.4 0.964
O 4.97040 5.61114 -0.45389 0.0 -0.7 -0.2 -0.679
O 3.73951 6.10538 1.24123 -0.2 -0.4 -0.8 -0.555
O 4.20253 4.03111 0.83372 0.0 -0.9 0.0 -0.504
Li 4.72179 3.29728 -3.34001 -0.3 0.5 0.5 0.827
F 1.56168 -2.20684 3.16530 0.1 0.8 -0.5 -0.767
F 5.27200 5.27576 2.70502 -0.4 0.4 5.5 -0.014
C -7.75701 -3.95862 -3.99718 0.0 0.0 0.0 -0.479
C -7.23756 -2.94660 -3.20066 0.1 0.0 0.0 -0.255
C -8.01732 -1.84204 -2.88346 0.0 0.0 0.0 -0.508
C -9.32003 -1.75445 -3.35530 0.0 0.0 0.0 -0.307
C -9.84047 -2.76828 -4.14871 0.0 0.0 0.0 -0.411
C -9.05816 -3.86831 -4.47328 0.0 0.0 0.0 -0.320
H -7.14728 -4.81864 -4.24760 0.0 0.0 0.0 0.352
H -6.22190 -3.01839 -2.82705 0.0 0.0 -0.1 0.490
H -7.61013 -1.04957 -2.26758 0.0 0.0 0.0 0.358
H -9.92996 -0.89569 -3.10433 0.0 0.0 0.0 0.362
H -10.85715 -2.70035 -4.51518 0.0 0.0 0.0 0.359
H -9.46286 -4.65593 -5.09651 0.0 0.0 0.0 0.358
Na 7.37608 -1.18097 1.30976 0.0 0.2 0.5 0.980
F 4.93264 5.52235 4.24519 1.1 -0.7 -4.2 -0.050
Be 3.23568 2.78763 3.84454 0.1 0.5 0.2 0.529
```
Positions in Å, forces in eV/Å.

Values from the calculation:
- highest occupied orbital energy (Eh) = -0.33807
- total charge = +1
- total energy (eV) = -111019.0274
- frontier orbital gap (eV) = 1.25
- LUMO energy (eV) = -7.952

No. 2
C16H27ClNO2 | the ωB97M-V functional and the def2-TZVPD basis

Geometry as XYZ:
```
47
Properties=species:S:1:pos:R:3:forces:R:3:mulliken_charge:R:1
C 2.11744 2.95410 0.36838 1.8 -3.0 -7.1 -1.199
C 2.62543 1.42737 0.60243 0.9 9.7 12.1 -1.017
C 2.64023 0.44760 -0.28600 -8.6 7.8 -10.6 0.773
C 3.36030 0.88337 -1.40261 5.1 4.2 -10.4 -1.401
N 1.19962 0.21285 -0.80615 2.8 -4.4 5.3 0.575
C 1.18303 -0.87003 -1.67683 -2.3 -5.3 -5.8 -0.399
C 1.98589 -2.37113 -1.21877 0.9 10.1 5.4 -1.029
O 1.84523 -2.36799 0.23115 -0.9 -0.9 -3.7 -0.366
C 0.66274 -3.06577 0.52057 4.4 0.7 9.9 -0.869
C 0.00002 -2.13503 1.86561 13.3 0.9 -4.7 -1.260
O -0.36640 -1.11603 1.19090 -1.4 11.1 -4.4 -0.790
C -1.64938 -0.64889 0.68681 0.0 -10.2 1.3 0.467
C -2.52068 -1.92885 0.40620 4.2 0.0 0.0 -0.696
C -3.67827 -1.72407 -0.13514 -5.4 0.9 -2.8 -0.568
C -4.21678 -0.29247 -0.34086 -3.6 -7.8 -1.2 0.560
Cl -5.95692 -0.14064 -0.70302 1.2 -0.4 0.0 -0.215
C -3.52278 0.67235 0.02289 3.6 7.3 5.9 0.041
C -4.05348 2.10193 0.36676 0.9 -5.3 -17.9 -1.588
C -2.17946 0.52515 0.68639 -3.6 -2.5 -4.2 1.555
C -1.44816 1.52010 1.17650 4.4 8.9 0.1 -1.950
H 2.12960 3.61113 1.13270 -0.4 1.5 3.0 0.473
H 2.90370 3.50960 -0.45241 -2.2 -1.6 2.1 0.259
H 1.13759 2.84468 -0.20060 0.9 0.9 1.0 0.196
H 3.75541 1.68698 1.15284 -2.9 -1.4 -1.9 0.387
H 2.05905 1.11497 1.60978 0.9 0.3 -2.0 0.265
H 3.12504 -0.14611 0.10589 6.8 -12.7 6.5 0.531
H 3.67378 0.20850 -2.35691 -1.0 0.5 2.8 0.296
H 2.82570 1.77605 -2.21908 1.0 -2.3 3.0 0.276
H 4.42366 1.42299 -1.27008 -2.5 -1.3 0.5 0.355
H 0.83099 -0.41815 0.04820 -0.7 2.3 -0.5 -0.449
H 0.69651 1.01310 -1.09241 -0.6 1.2 0.0 0.469
H 1.51010 -0.63900 -2.81477 -0.9 -0.3 2.8 0.452
H 0.02573 -1.21971 -1.66877 2.5 0.8 -0.6 0.276
H 2.97668 -2.13787 -1.40584 2.2 0.2 -0.2 0.526
H 1.69562 -2.96895 -1.90060 -2.9 -5.4 -3.7 0.621
H -0.10623 -3.17383 -0.04888 -4.0 -0.5 -4.5 0.666
H 1.00197 -3.89539 1.12618 -0.4 -1.2 -0.8 0.487
H -0.75739 -2.54933 1.93619 -12.0 -8.5 4.4 1.105
H 0.90738 -1.92058 2.42950 -0.8 -0.5 1.1 0.322
H -2.11764 -3.04255 0.38665 -0.7 2.7 0.5 0.129
H -4.40212 -2.56704 -0.50262 1.6 1.6 0.9 0.272
H -4.24759 2.49494 1.12649 -2.4 4.9 12.5 0.618
H -5.10959 2.22385 -0.34178 3.1 -0.1 2.1 0.260
H -3.28137 2.68978 -0.22776 -1.2 0.1 0.9 0.345
H -0.55056 1.24790 1.69388 0.4 -0.2 0.2 0.379
H -1.13587 2.55487 0.44274 -0.5 -3.2 1.1 0.211
H -1.99777 2.19523 1.75625 -1.0 0.6 1.8 0.650
```
Positions in Å, forces in eV/Å.

Values from the calculation:
- highest occupied orbital energy (Eh) = -0.42671
- total charge = +1
- total energy (eV) = -35113.2535
- energy relative to the best compared isomer or geometry (same formula, charge and spin) (kJ/mol) = 1810.72
- frontier orbital gap (eV) = 9.20
- LUMO energy (eV) = -2.411
- SMILES = CC[C@H](C)[NH2+]CCOCCOc1ccc(Cl)c(C)c1C

Q: Among the records above, which one has the lowest total energy?
A: C23H32BBeF5I2LiN2NaO11V

Q: What is the total energy in the first record?
A: -111019.0274 eV